ORCA calculation (the ωB97M-V functional and the def2-TZVPD basis) on a single C5H9NO molecule.

Values from the calculation:
Electronic energy   -325.77697 a.u.
LUMO level   -0.243 eV
Relative energy (zero: lowest compared OMol25 entry of this formula, charge and spin)   4.3697 eV
Gap between HOMO and LUMO   8.476 eV

The geometry in XYZ format:
```
16
Properties=species:S:1:pos:R:3:mulliken_charge:R:1
C 2.55621 -0.49683 -0.41462 -0.847
C 1.24997 -0.75666 0.22572 -0.359
C 0.08105 -0.33084 -0.59371 -0.354
N -0.94574 0.27043 0.22575 0.203
C -2.35344 0.04111 -0.01978 -1.000
C -0.54867 1.01685 1.29501 0.162
O -1.28402 1.53114 2.10996 -0.564
H 3.12095 -1.43553 -0.48349 0.335
H 3.11991 0.06869 0.34306 0.292
H 2.59060 0.05454 -1.36713 0.314
H 0.55642 1.11935 1.34111 0.247
H 0.28010 0.26995 -1.50234 0.299
H -0.26894 -1.32330 -0.94418 0.273
H -2.91164 0.71697 0.63008 0.335
H -2.61205 0.24697 -1.06512 0.329
H -2.63072 -0.99285 0.21968 0.335
```

ORCA calculation (the ωB97M-V functional and the def2-TZVPD basis) on a single C8H8N2 molecule in a non-equilibrium geometry.

Values from the calculation:
SMILES   C=C1N=c2cc[nH]c2=C1C
Electronic energy   -419.06986 a.u.
LUMO level   -0.354 eV
Relative energy (zero: lowest compared OMol25 entry of this formula, charge and spin)   3.1514 eV
Gap between HOMO and LUMO   7.288 eV

The geometry in XYZ format:
```
18
Properties=species:S:1:pos:R:3:mulliken_charge:R:1
C -1.95836 1.99850 -0.05974 -0.879
C -0.76072 1.40475 -0.00338 0.653
N 0.48417 2.14979 0.03680 -0.824
C 1.40579 1.23797 0.06222 1.041
C 2.80742 1.16587 0.02914 -0.832
C 3.20005 -0.12364 -0.11068 -0.394
N 2.08171 -0.96163 -0.06614 -0.092
C 0.93269 -0.17717 0.06158 -0.187
C -0.48131 -0.06243 0.05612 0.203
C -1.59769 -1.12915 0.13573 -1.314
H -2.07492 3.02435 -0.22128 0.334
H -2.85791 1.43769 -0.15312 0.286
H 3.50427 2.04800 -0.02380 0.316
H 4.10239 -0.55393 -0.11158 0.484
H 2.26015 -1.96756 -0.14932 0.204
H -2.27863 -0.99338 -0.80238 0.279
H -2.31736 -0.79018 0.88166 0.347
H -1.36755 -2.13403 0.42917 0.375
```

ORCA calculation (the ωB97M-V functional and the def2-TZVPD basis) on a molecular structure, C7H5N3O4 in a non-equilibrium geometry.

Values from the calculation:
Electronic energy   -734.78774 a.u.
LUMO level   -0.147 eV
Relative energy (zero: lowest compared OMol25 entry of this formula, charge and spin)   0.0000 eV
Gap between HOMO and LUMO   9.604 eV

The geometry in XYZ format:
```
19
Properties=species:S:1:pos:R:3:mulliken_charge:R:1
C 3.44180 -0.87411 -0.01953 -0.460
C -3.44383 -0.69463 0.87924 -0.382
C 3.89241 0.33735 0.37512 -0.098
C -4.09277 0.29969 0.24065 -0.157
C 1.82308 0.44281 0.09195 0.497
C -1.98463 0.15192 -0.30257 0.556
C 0.43637 0.92838 0.08015 0.382
N 2.16489 -0.72372 -0.34823 -0.378
N -2.14318 -0.80587 0.49807 -0.478
N -0.28979 0.52937 -0.97133 0.023
O 0.03478 1.79675 0.82088 -0.585
O 2.82558 1.13697 0.54414 -0.280
O -3.10965 0.82521 -0.60455 -0.327
O -0.00277 -0.42501 -1.90296 -0.421
H 4.09426 -1.61139 -0.31653 0.413
H -3.91471 -1.25553 1.59060 0.450
H 4.88851 0.59130 0.61096 0.411
H -5.07218 0.62592 0.34716 0.421
H 0.45185 -1.27543 -1.61320 0.414
```

ORCA calculation (the ωB97M-V functional and the def2-TZVPD basis) on a single C3H6O molecule in a non-equilibrium geometry.

Values from the calculation:
SMILES   C=CCO
Electronic energy   -193.10078 a.u.
LUMO level   0.858 eV
Relative energy (zero: lowest compared OMol25 entry of this formula, charge and spin)   1.1545 eV
Gap between HOMO and LUMO   10.408 eV

The geometry in XYZ format:
```
10
Properties=species:S:1:pos:R:3:mulliken_charge:R:1
C -1.42946 -0.30383 -0.44949 -0.718
C -0.51663 -0.35862 0.49875 -0.101
C 0.88070 0.11525 0.38411 -0.204
O 1.05085 0.55616 -0.92629 -0.506
H -2.47355 -0.56552 -0.30961 0.258
H -1.22716 0.14177 -1.42614 0.217
H -0.78120 -0.83787 1.47694 0.245
H 1.57504 -0.69493 0.68062 0.252
H 1.00365 0.89572 1.12147 0.274
H 1.91777 1.05188 -1.05036 0.283
```

ORCA calculation (the ωB97M-V functional and the def2-TZVPD basis) on a gas-phase ion, C4H7N2 (charge +1) in a non-equilibrium geometry.

Values from the calculation:
SMILES   C=C(C)[NH+]=C=N
Electronic energy   -265.78277 a.u.
Charge   +1
LUMO level   -4.430 eV
Relative energy (zero: lowest compared OMol25 entry of this formula, charge and spin)   3.4206 eV
Gap between HOMO and LUMO   9.888 eV

The geometry in XYZ format:
```
13
Properties=species:S:1:pos:R:3:mulliken_charge:R:1
C 0.28662 -1.46178 0.44807 -0.751
C 0.09355 -0.14646 0.25071 0.606
C 1.09806 0.67602 -0.43468 -1.123
N -1.06236 0.60804 0.67993 -0.211
C -2.11982 0.34004 0.13024 0.377
N -3.01852 -0.14745 -0.43505 -0.131
H 1.19863 -2.07508 0.22226 0.291
H -0.54396 -2.06311 0.83077 0.239
H 2.04706 0.23535 -0.13272 0.339
H 1.00752 1.74365 -0.11021 0.301
H 1.05871 0.64627 -1.49399 0.286
H -0.93401 1.65645 0.93160 0.418
H -3.99487 -0.48937 -0.45883 0.361
```

ORCA calculation (the ωB97M-V functional and the def2-TZVPD basis) on 2 unconnected molecules or ions with the total composition C20H14Cl4O2S in a non-equilibrium geometry.

Values from the calculation:
Electronic energy   -3159.79364 a.u.
LUMO level   -2.905 eV
Gap between HOMO and LUMO   3.918 eV

The geometry in XYZ format:
```
41
Properties=species:S:1:pos:R:3:mulliken_charge:R:1
Cl 2.99269 3.52435 -3.77567 -0.217
C 2.73251 2.20983 -2.68424 0.347
C 3.11576 2.32289 -1.34053 -0.617
C 2.81293 1.29298 -0.44134 -0.249
C 2.11254 0.16413 -0.87184 -0.071
S 1.62753 -1.13126 0.29671 1.263
C 2.77776 -2.40218 0.22152 -0.625
Cl 3.83711 -2.51925 1.52437 -0.073
O 1.72193 -0.51634 1.60115 -0.677
O 0.35607 -1.57779 -0.20958 -0.696
C 1.79886 0.02793 -2.22190 -0.295
C 2.09465 1.04144 -3.13343 -0.604
H 3.63355 3.22043 -0.99315 0.371
H 3.11626 1.38749 0.59513 0.427
H 3.12004 -2.64991 -0.77853 0.510
H 1.30338 -0.87392 -2.58128 0.365
H 1.81312 0.93901 -4.18397 0.373
Cl 7.52190 -7.66138 1.26692 -0.182
C 5.97143 -7.11527 1.75222 0.319
C 4.82283 -7.42579 0.98995 -0.500
C 3.60243 -6.79892 1.25861 -0.534
C 3.49144 -5.82285 2.30289 0.796
C 2.39288 -4.91111 2.37948 -1.137
C 1.95806 -4.31175 3.62410 0.777
C 0.62929 -4.43694 4.10484 -0.395
C 0.23212 -3.80962 5.29165 -0.669
C 1.11532 -2.96773 5.98789 0.372
Cl 0.65346 -2.15502 7.41518 -0.199
C 2.42330 -2.79709 5.49476 -1.130
C 2.83724 -3.50256 4.37744 -0.068
C 4.59168 -5.78485 3.22338 -0.225
C 5.82134 -6.36044 2.92225 -0.809
H 4.93153 -8.15593 0.18677 0.397
H 2.71104 -7.05855 0.67794 0.409
H 1.75627 -4.80166 1.50291 0.495
H -0.08511 -5.06765 3.57347 0.425
H -0.76572 -3.91667 5.70347 0.401
H 3.13150 -2.14735 5.97530 0.404
H 3.86683 -3.42404 4.04018 0.450
H 4.50792 -5.26640 4.16718 0.661
H 6.67200 -6.21670 3.57822 0.413
```